{"formula": "C31H32BN8O4Zr", "method": "ωB97M-V/def2-TZVPD", "elements": ["Zr", "C", "C", "N", "C", "C", "N", "C", "C", "C", "C", "C", "N", "C", "C", "N", "C", "C", "N", "C", "C", "C", "N", "C", "C", "H", "H", "H", "H", "H", "H", "H", "H", "H", "H", "H", "H", "O", "C", "N", "C", "O", "C", "C", "C", "C", "N", "C", "H", "H", "H", "H", "H", "H", "H", "H", "C", "C", "C", "O", "B", "O", "C", "C", "C", "H", "H", "H", "H", "H", "H", "H", "H", "H", "H", "H", "H"], "positions_angstrom": [[0.452, -0.159, -0.810], [4.796, 0.183, 0.470], [3.586, -0.302, -0.016], [2.566, 0.523, -0.265], [2.754, 1.844, -0.047], [3.969, 2.296, 0.443], [4.977, 1.471, 0.703], [1.618, 2.720, -0.406], [1.604, 4.085, -0.223], [0.498, 4.835, -0.640], [-0.560, 4.142, -1.249], [-0.488, 2.778, -1.396], [0.577, 2.067, -0.970], [-1.518, 1.956, -2.052], [-2.714, 2.431, -2.580], [-3.575, 1.629, -3.188], [-3.276, 0.338, -3.279], [-2.114, -0.172, -2.721], [-1.241, 0.640, -2.113], [0.450, 6.291, -0.466], [-0.758, 6.943, -0.232], [-0.746, 8.320, -0.065], [0.362, 9.051, -0.142], [1.512, 8.430, -0.377], [1.613, 7.054, -0.534], [5.625, -0.485, 0.669], [3.447, -1.357, -0.205], [4.146, 3.348, 0.628], [2.436, 4.578, 0.258], [-1.408, 4.693, -1.628], [-2.985, 3.477, -2.514], [-3.978, -0.306, -3.795], [-1.887, -1.232, -2.758], [-1.693, 6.406, -0.132], [-1.664, 8.857, 0.138], [2.394, 9.055, -0.445], [2.580, 6.617, -0.750], [1.800, -8.259, 1.125], [2.103, -7.080, 1.795], [2.213, -5.945, 0.860], [1.102, -5.456, 0.286], [-0.040, -5.720, 0.604], [1.281, -4.452, -0.836], [1.234, -4.850, -2.171], [1.230, -3.888, -3.174], [1.215, -2.557, -2.820], [1.237, -2.160, -1.528], [1.295, -3.102, -0.562], [0.850, -8.417, 1.141], [3.076, -7.190, 2.266], [1.359, -6.820, 2.545], [3.092, -5.841, 0.376], [1.195, -5.904, -2.420], [1.220, -4.167, -4.218], [1.194, -1.774, -3.571], [1.318, -2.754, 0.469], [-2.323, -1.427, 3.870], [-2.105, -0.696, 2.563], [-3.014, 0.514, 2.447], [-0.716, -0.169, 2.549], [-0.271, -0.183, 1.308], [-1.122, -0.903, 0.399], [-2.155, -1.633, 1.314], [-3.468, -1.676, 0.581], [-1.561, -3.003, 1.537], [-2.291, -0.711, 4.690], [-1.562, -2.183, 4.047], [-3.306, -1.901, 3.877], [-2.790, 1.201, 3.260], [-4.061, 0.223, 2.529], [-2.870, 1.042, 1.500], [-3.792, -0.690, 0.255], [-4.230, -2.074, 1.254], [-3.408, -2.352, -0.272], [-0.607, -2.952, 2.063], [-1.437, -3.541, 0.598], [-2.244, -3.591, 2.150]], "charge": 3, "orbital_gap_ha": 0.215}



{"formula": "C31H32BN8RuSe", "method": "ωB97M-V/def2-TZVPD", "elements": ["Ru", "C", "C", "C", "C", "C", "N", "N", "B", "N", "N", "C", "C", "C", "C", "C", "N", "N", "C", "C", "C", "C", "C", "H", "H", "H", "H", "H", "H", "H", "H", "H", "H", "H", "H", "H", "H", "H", "H", "H", "H", "H", "H", "H", "H", "C", "C", "C", "C", "C", "C", "C", "C", "C", "C", "C", "C", "C", "C", "C", "N", "H", "H", "H", "H", "H", "H", "H", "H", "H", "H", "Se", "C", "N"], "positions_angstrom": [[0.635, 0.232, 0.423], [-1.343, 2.295, -2.139], [-1.875, 1.146, -1.350], [-3.219, 0.890, -1.106], [-3.257, -0.322, -0.441], [-4.428, -1.092, 0.074], [-2.002, -0.743, -0.297], [-1.118, 0.147, -0.840], [-1.501, -2.134, 0.118], [-0.310, -2.536, -0.755], [0.833, -1.782, -0.836], [1.666, -2.467, -1.620], [3.017, -2.009, -2.039], [1.062, -3.660, -2.047], [-0.189, -3.663, -1.484], [-1.266, -4.693, -1.585], [-1.034, -2.045, 1.567], [-0.029, -1.189, 1.844], [0.247, -1.316, 3.146], [1.214, -0.456, 3.886], [-0.569, -2.317, 3.691], [-1.368, -2.754, 2.656], [-2.434, -3.802, 2.647], [-1.926, 2.403, -3.055], [-0.309, 2.143, -2.417], [-1.426, 3.231, -1.582], [-4.061, 1.493, -1.406], [-5.347, -0.552, -0.147], [-4.359, -1.225, 1.155], [-4.486, -2.082, -0.378], [-2.380, -2.944, 0.026], [3.358, -1.152, -1.480], [3.007, -1.747, -3.101], [3.748, -2.806, -1.908], [1.492, -4.411, -2.690], [-0.934, -5.492, -2.246], [-2.189, -4.275, -1.987], [-1.499, -5.128, -0.612], [1.429, 0.460, 3.345], [2.158, -0.971, 4.060], [0.786, -0.182, 4.851], [-0.582, -2.658, 4.713], [-2.583, -4.173, 3.659], [-2.161, -4.643, 2.008], [-3.382, -3.408, 2.279], [-2.246, 2.282, 2.965], [-1.962, 3.613, 2.687], [-0.955, 3.918, 1.786], [-0.242, 2.890, 1.179], [-0.499, 1.545, 1.464], [-1.528, 1.255, 2.364], [0.788, 3.130, 0.152], [1.373, 4.406, -0.069], [2.331, 4.544, -1.013], [2.694, 3.436, -1.809], [3.665, 3.520, -2.840], [3.950, 2.435, -3.604], [3.252, 1.219, -3.386], [2.327, 1.110, -2.397], [2.053, 2.212, -1.560], [1.137, 2.072, -0.539], [-3.040, 2.036, 3.661], [-2.528, 4.405, 3.159], [-0.752, 4.953, 1.540], [-1.787, 0.233, 2.602], [1.075, 5.241, 0.547], [2.820, 5.499, -1.171], [4.169, 4.464, -3.009], [4.698, 2.498, -4.383], [3.464, 0.362, -4.013], [1.768, 0.198, -2.241], [3.083, 0.278, 1.269], [4.467, -0.451, 0.330], [5.344, -0.909, -0.267]], "orbital_gap_ha": [0.273, 0.246], "multiplicity": 2}



{"formula": "C31H32BrF6IN4O9PRuS2", "method": "ωB97M-V/def2-TZVPD", "elements": ["Ru", "Br", "C", "C", "C", "C", "O", "C", "C", "N", "C", "C", "C", "C", "C", "C", "C", "C", "N", "C", "C", "H", "H", "H", "H", "H", "H", "H", "H", "H", "H", "F", "C", "F", "F", "S", "O", "O", "N", "S", "O", "O", "C", "F", "F", "F", "I", "C", "C", "C", "C", "C", "N", "H", "H", "H", "H", "C", "C", "C", "C", "O", "P", "O", "O", "O", "C", "C", "C", "C", "H", "H", "H", "H", "H", "H", "H", "H", "H", "H", "H", "H", "H", "H", "H", "H", "H", "H"], "positions_angstrom": [[0.630, 0.825, 0.103], [7.806, -1.119, 0.687], [6.025, -0.657, 0.239], [5.572, -0.876, -1.064], [4.269, -0.546, -1.393], [3.415, 0.004, -0.450], [2.171, 0.296, -0.836], [3.865, 0.245, 0.880], [3.092, 0.797, 1.903], [1.752, 1.182, 1.774], [1.131, 1.738, 2.789], [1.711, 2.186, 4.030], [0.903, 2.693, 5.022], [-0.476, 2.779, 4.878], [-1.103, 2.389, 3.655], [-2.477, 2.477, 3.410], [-2.978, 2.101, 2.180], [-2.112, 1.634, 1.206], [-0.798, 1.542, 1.429], [-0.298, 1.903, 2.622], [5.205, -0.118, 1.190], [6.233, -1.304, -1.804], [3.882, -0.714, -2.389], [3.502, 0.818, 2.900], [2.773, 2.112, 4.195], [1.357, 3.009, 5.951], [-1.092, 3.147, 5.688], [-3.137, 2.837, 4.189], [-4.036, 2.151, 1.965], [-2.450, 1.306, 0.235], [5.567, 0.041, 2.198], [-0.019, -4.188, 1.527], [-1.111, -3.531, 1.890], [-1.519, -3.963, 3.078], [-2.072, -3.779, 1.001], [-0.818, -1.682, 1.935], [0.321, -1.474, 1.055], [-2.074, -1.114, 1.540], [-0.522, -1.267, 3.415], [0.800, -1.714, 4.174], [1.777, -0.660, 4.238], [1.238, -3.044, 3.873], [0.102, -1.766, 5.877], [-0.878, -2.657, 5.973], [-0.374, -0.564, 6.225], [1.072, -2.097, 6.728], [0.339, 4.902, 1.173], [0.449, 4.310, -0.840], [-0.018, 5.192, -1.800], [0.119, 4.823, -3.130], [0.725, 3.617, -3.436], [1.146, 2.804, -2.399], [0.993, 3.136, -1.109], [-0.468, 6.131, -1.514], [-0.241, 5.478, -3.912], [0.855, 3.282, -4.455], [1.589, 1.840, -2.603], [-0.393, -4.110, -1.888], [-0.001, -2.925, -2.752], [-0.621, -3.036, -4.138], [1.513, -2.785, -2.820], [-0.538, -1.767, -2.041], [-0.627, -0.301, -2.644], [0.429, 0.016, -3.621], [-0.702, 0.582, -1.365], [-2.036, -0.178, -3.364], [-3.370, -0.147, -2.793], [-3.509, -1.101, -1.616], [-3.665, 1.296, -2.402], [-4.278, -0.582, -3.933], [-0.075, -5.039, -2.362], [-1.474, -4.140, -1.748], [0.082, -4.038, -0.911], [-0.245, -3.935, -4.629], [-0.367, -2.172, -4.751], [-1.707, -3.113, -4.065], [1.949, -3.696, -3.234], [1.913, -2.633, -1.815], [1.786, -1.937, -3.446], [-2.841, -0.849, -0.796], [-3.284, -2.123, -1.922], [-4.537, -1.071, -1.249], [-2.949, 1.645, -1.660], [-4.676, 1.380, -1.997], [-3.585, 1.941, -3.277], [-4.040, -1.603, -4.235], [-4.145, 0.074, -4.794], [-5.322, -0.546, -3.619]], "orbital_gap_ha": [0.204, 0.195], "multiplicity": 6}



no.,total energy (Ha)
1,-2010.6639
2,-4159.8595
3,-6800.3050